{"formula": "C46H45N8O2SScSi", "method": "ωB97M-V with the def2-TZVPD basis set", "species": ["C", "C", "H", "H", "H", "H", "C", "Sc", "C", "C", "H", "C", "C", "H", "C", "H", "H", "C", "C", "S", "C", "H", "H", "C", "H", "N", "C", "C", "H", "C", "N", "C", "C", "C", "C", "C", "H", "C", "H", "C", "H", "C", "Si", "H", "C", "N", "C", "H", "H", "C", "H", "O", "C", "C", "C", "C", "C", "N", "C", "C", "N", "H", "C", "C", "H", "O", "H", "N", "H", "H", "H", "C", "H", "C", "H", "H", "C", "H", "H", "H", "H", "H", "H", "C", "H", "H", "H", "C", "C", "H", "N", "C", "H", "N", "C", "C", "H", "C", "H", "C", "H", "H", "H", "H"], "positions_angstrom": [[-1.50019, 1.67741, -1.80006], [-0.09204, 4.44469, 1.55724], [5.17653, 3.61405, 2.07817], [2.92787, 6.49607, -2.74561], [-3.22507, -5.30117, 0.55425], [2.20137, 1.62686, -3.14356], [3.67081, 2.37831, 2.98946], [-0.24892, 0.75437, 1.10628], [-0.28418, -2.58003, -2.01519], [-1.91519, -3.56591, 0.50706], [-3.38387, 1.91209, 2.16268], [2.78014, 5.42660, -2.83369], [1.41788, -2.70900, 4.05720], [1.82719, -0.98481, -4.17267], [-4.34177, -1.55103, -3.68005], [2.21023, -3.31937, -4.92242], [-2.77693, -3.74194, 2.50193], [-3.08946, -1.68992, -1.59882], [-0.82109, -2.10358, 4.58510], [-2.44509, 1.83572, -0.39013], [-1.78063, 5.74116, 2.60512], [-3.37650, 4.55628, 3.42173], [-2.09060, -5.32767, -0.79351], [3.57013, 3.15829, 0.73681], [2.39199, -1.33454, 2.73691], [0.44133, -0.76246, 3.05754], [0.82080, -4.14951, -3.51057], [-2.53910, 2.05750, 2.84342], [-1.55000, 1.13611, -3.75671], [0.41558, -1.54897, -2.65520], [0.47767, 1.87391, -0.72545], [-2.43148, 4.55895, 2.89217], [1.30164, -1.80462, -3.69321], [-0.57133, 5.68495, 1.92584], [-1.79847, 0.00456, 3.67749], [2.47849, 1.72761, 2.75251], [0.04011, -4.52110, 0.26480], [-0.07668, -3.88186, -2.48206], [-0.62340, -4.70581, -2.03744], [3.06609, 4.78066, -4.02720], [-2.20270, 6.69178, 2.90962], [-3.18295, -1.87275, -2.98253], [-1.50515, -2.10264, -0.64475], [3.99002, 3.69612, -0.09868], [3.37436, -0.28695, -0.57082], [1.82839, 1.77756, 1.59104], [0.23629, -2.97907, 4.73410], [-4.39052, -1.70057, -4.75272], [5.25212, -3.09048, -0.62501], [-4.21036, -1.17550, -0.93655], [-3.07476, 1.14696, -2.93982], [-0.87363, -0.87439, 0.20405], [1.51531, -3.11072, -4.11728], [-5.37344, -0.85386, -1.62448], [4.47999, -1.09003, -0.80184], [-2.72536, -4.67242, -0.19197], [1.59360, 2.54425, -0.68229], [-1.60201, 0.95579, 2.75806], [1.47010, -1.59605, 3.24210], [2.30030, 4.70321, -1.75031], [2.24024, -0.72815, -0.02484], [-1.75989, -2.21450, 5.10967], [2.85943, 3.41155, -4.13417], [2.09919, 3.32828, -1.84488], [3.39834, 0.75557, -0.86679], [-2.71050, -0.08233, 4.49854], [0.83386, 4.36604, 1.00067], [-2.11074, 1.43125, -2.97421], [5.37494, -0.66972, -1.24156], [2.06364, 5.21928, -0.82602], [3.07125, 2.90435, -5.06784], [-2.76468, -3.02557, 1.67176], [-6.22602, -0.45374, -1.08774], [3.22032, -2.91623, 0.05953], [-2.33532, -2.28051, -3.52446], [-0.82342, -4.98892, 1.74341], [4.23117, 3.10237, 1.94900], [3.44379, 5.34307, -4.87222], [1.21905, -2.37972, 0.63289], [0.25747, -0.52791, -2.32120], [-3.79981, -2.86649, 1.35652], [-2.38257, -2.07716, 2.04879], [-2.94979, 2.10834, 3.84990], [2.17216, -2.03104, 0.25390], [-3.49506, -4.25498, -0.84724], [0.97635, -5.17088, -3.83916], [0.15122, -3.85038, 5.37110], [-1.86268, 3.35063, 2.50263], [2.37329, 2.69072, -3.05477], [-4.16477, -1.00901, 0.13367], [-0.70901, 3.29405, 1.83461], [-0.61232, -4.15356, 1.06382], [2.28556, -3.34704, 4.16083], [-0.18133, 1.86161, -1.88231], [-5.43984, -1.03800, -3.00085], [-0.68116, -1.01134, 3.74240], [4.15005, 2.30930, 3.95580], [2.34453, 2.50386, 0.58375], [-0.06224, -3.39740, 1.62974], [4.40549, -2.43374, -0.46668], [-6.34672, -0.78881, -3.53967], [-0.01377, 6.58052, 1.68721], [2.01166, 1.12735, 3.52449], [3.09518, -3.96411, 0.30188]], "mulliken_charge": [-0.070, 0.124, 0.472, 0.435, 0.489, 0.476, -1.278, -1.710, 1.102, 2.238, 0.247, -0.978, -1.123, 0.417, -0.778, 0.359, 0.499, 1.181, -0.651, -0.475, -0.442, 0.503, 0.401, -0.867, 0.698, 0.855, -0.859, -1.595, 0.303, 0.139, 3.291, -1.053, -0.665, -1.192, 0.258, -0.558, 0.151, -0.543, 0.070, -0.565, 0.414, -0.373, -3.333, 0.640, 0.010, 1.875, -0.716, 0.402, 0.427, 0.078, 0.215, 4.015, -0.771, -0.816, -1.031, -1.868, -0.252, 0.220, -0.491, 0.244, 1.234, 0.590, -0.728, -0.379, 0.061, -0.803, 0.055, -0.280, 0.515, 0.435, 0.431, -2.227, 0.399, -0.865, 0.321, 0.641, -0.992, 0.394, -0.364, 0.462, 0.372, 0.399, 0.652, -0.055, 0.241, 0.416, 0.416, 1.056, -0.584, 0.326, 0.750, -1.116, 0.487, -1.728, -0.704, 0.288, 0.498, 0.180, -0.129, -0.844, 0.369, 0.484, 0.540, 0.590], "homo_energy_ev": -7.306, "total_energy_ev": -103870.0630, "gap_ev": 6.9, "lumo_ev": -0.4422, "relative_energy_kcal_mol": 2.8}

{"formula": "C46H46Br2IN4O2PSn", "method": "ωB97M-V with the def2-TZVPD basis set", "species": ["H", "H", "H", "C", "H", "H", "H", "C", "H", "H", "C", "C", "C", "Br", "C", "C", "C", "C", "N", "H", "H", "H", "C", "H", "C", "H", "C", "C", "H", "C", "I", "H", "H", "C", "Sn", "C", "C", "C", "H", "H", "N", "H", "C", "C", "H", "H", "P", "H", "C", "C", "C", "C", "H", "C", "Br", "H", "O", "H", "H", "H", "H", "H", "H", "C", "H", "H", "H", "N", "C", "C", "H", "C", "C", "C", "C", "N", "O", "H", "H", "C", "H", "C", "H", "C", "H", "C", "C", "C", "H", "H", "C", "C", "H", "C", "H", "C", "C", "H", "C", "H", "C", "C", "H"], "positions_angstrom": [[-3.02478, -5.17863, 2.22056], [-4.61636, 4.39146, -1.45755], [1.01016, -1.41470, 4.30058], [-3.03380, -3.17265, 2.97460], [1.81543, 5.85579, 1.88031], [-2.47233, -2.07310, -0.22649], [2.49383, 5.17194, 3.62353], [-0.75658, -5.33607, 0.88128], [5.09912, -2.40989, -1.05306], [-2.75732, 0.82195, -6.47464], [-5.87352, -0.93399, -1.66191], [-0.63170, 4.48057, -0.10101], [-0.48365, -2.96362, 1.85184], [-0.31990, 7.28291, 0.46862], [-4.58005, -2.50003, -0.37119], [1.55661, 3.67556, 1.51589], [0.23411, 1.03840, -4.90246], [-2.47431, -4.24664, 2.30601], [3.36773, 2.22080, 2.26406], [-2.75237, -1.13805, 3.58631], [-3.73043, 2.31803, -2.41459], [-1.85290, 4.18535, 1.69972], [5.19434, -3.96829, 0.54689], [-0.36449, 1.20456, -6.95855], [4.19037, -4.39313, 1.41501], [4.30177, 1.77134, -0.68864], [1.21248, 5.11087, 1.38281], [-1.50918, 2.50176, 0.27458], [-4.01661, -3.25938, 3.42376], [-2.46138, 0.60779, -4.36408], [-0.52095, -3.28312, -3.27183], [-3.56548, 5.44675, 0.48730], [0.28055, 2.65242, -1.05473], [-3.50086, -0.60826, -1.40416], [1.52583, -1.41653, -0.49043], [-0.69130, 1.04317, -5.93851], [-1.49441, -5.33388, -0.46412], [3.05494, -3.63119, 1.09978], [6.21057, -4.33036, 0.49360], [0.31229, -5.30836, 0.69207], [0.97479, 2.73143, 0.88304], [3.80948, 2.56501, -3.60049], [4.62159, -2.96898, -0.25500], [-5.79679, -2.09237, -0.89743], [2.06233, -3.16563, -2.70489], [1.28919, 1.18587, -5.10434], [-1.93774, 0.28532, -1.59057], [0.49891, -0.44512, 2.03554], [0.19176, 5.46393, 0.62651], [4.33316, 1.57366, -1.76538], [1.76148, -3.64645, 1.67512], [-2.03536, 0.83056, -5.66736], [4.04067, -0.36268, -1.73204], [-1.90956, 3.98291, 0.62971], [4.60864, 5.15259, 5.65197], [4.90963, 1.00871, 2.87682], [-0.88537, -0.46979, -0.85736], [5.66142, 2.51722, 4.71479], [4.25334, -5.16013, 2.17533], [-0.97037, -6.26354, 1.41658], [0.84332, 0.34688, 4.37727], [-1.37646, -4.36634, -0.95409], [2.69132, 2.86968, -2.26282], [-3.43208, -1.76246, -0.62623], [-6.69137, -2.67425, -0.71143], [-4.52150, -3.38973, 0.24394], [5.37895, 1.43250, -2.05357], [0.82075, -2.85038, 1.27968], [4.81937, 2.78067, 4.09025], [-0.29184, -0.58599, 2.76854], [0.54683, 0.76651, -2.80076], [2.69533, 3.36024, 2.45092], [-2.28097, 1.96405, -0.93684], [-3.73743, 3.95912, -0.99394], [1.22938, -3.16089, -2.00191], [3.34007, -2.75675, 0.07537], [3.56952, 0.40602, -2.07275], [-0.86370, 4.84271, -1.10214], [1.23378, -4.12518, -1.48998], [3.74452, 2.74080, -2.52510], [1.56967, -4.34785, 2.49005], [-3.17068, 4.53172, 0.05678], [-3.51017, 0.42316, -4.17417], [-0.18570, 0.81184, -3.60253], [-0.47461, -0.69270, 4.93255], [-3.23365, 2.69426, -1.52503], [-2.32180, -1.98900, 3.06728], [4.39322, 1.94668, 3.06342], [4.28155, 3.65896, -2.27900], [-2.56349, -5.51037, -0.32215], [-1.04721, -1.86770, 2.52526], [4.11758, 3.94953, 4.27539], [-1.10283, -6.10352, -1.13270], [-0.06912, 3.02161, -0.08626], [-1.51161, 1.78560, 1.09924], [-1.21228, -4.16242, 1.72342], [0.30932, -0.58348, 4.17952], [-0.98508, 0.25307, 2.67342], [-1.53510, 0.58804, -3.32721], [-6.82678, -0.60792, -2.05893], [3.04711, 4.25943, 3.45562], [-4.73207, -0.18712, -1.90807], [-4.81071, 0.72688, -2.48202]], "mulliken_charge": [0.464, 0.436, 0.345, -1.248, 0.444, 0.097, 0.505, -0.751, 0.470, 0.419, -0.924, -0.092, -0.347, -0.175, -0.513, 1.014, -0.996, -0.564, 0.009, 0.488, 0.458, 0.504, -0.800, 0.401, -0.966, 0.074, -0.537, 0.873, 0.410, -0.449, -0.170, 0.396, -0.033, 0.787, 1.197, -0.638, -0.694, -0.271, 0.431, 0.271, 0.050, 0.338, -0.790, -0.841, 0.656, 0.503, -0.324, -0.198, -1.076, -0.005, -0.100, -0.763, 0.167, 0.192, -0.178, 0.449, 0.695, 0.431, 0.482, 0.468, 0.434, -0.364, -0.026, 0.190, 0.390, 0.490, 0.382, 0.624, -0.605, -0.006, 0.249, 0.089, -0.529, -1.009, -1.321, 0.393, -0.394, 0.557, 0.436, -0.939, 0.453, -0.940, 0.280, -0.008, 0.342, -0.357, -0.447, -0.384, 0.391, 0.356, 1.271, -0.029, 0.437, 0.495, -0.373, 0.481, -1.513, -0.152, 0.943, 0.440, -0.869, -0.437, 0.097], "homo_energy_ev": -7.151, "total_energy_ev": -221809.4552, "gap_ev": 6.7, "lumo_ev": -0.4210, "relative_energy_kcal_mol": 58.5}